[1]
The following is a quantum chemistry calculation of a structure of composition C24H20Cl2N3NiO2S2Te in a non-equilibrium geometry, from the Open Molecules 2025 dataset.

## Properties
electronic energy: -4734.3988 hartree
orbital gap (alpha / beta): 5.5 / 5.8 eV
max |F|: 3.3 eV/Å
total charge: -1
2S+1: 3
HOMO (alpha / beta): -3.524 / -3.830 eV

Last column: Löwdin charge in e.
Geometry (Å):
Ni -2.58003 -0.03585 -0.59007  0.499
O 0.75788 3.14008 1.87958  0.033
C 0.47867 2.22325 2.78905  -0.323
C 1.27305 2.25835 3.91524  -0.013
C 0.96538 1.43768 5.02714  -0.101
C -0.04768 0.52362 4.95586  -0.126
C -0.76758 0.38046 3.77660  -0.017
C -0.52706 1.24964 2.70324  -0.078
C -1.28390 1.06869 1.45267  -0.453
O -1.91167 -0.00595 1.27096  -0.062
N -1.10497 2.06762 0.59049  -0.001
N -1.68083 1.77549 -0.63469  -0.138
C -1.62556 2.72412 -1.49044  -0.869
S -0.88869 4.28692 -1.23652  0.946
C -0.76891 4.60368 -3.00565  -0.525
C -2.10399 4.16148 -3.60794  -0.557
S -2.42325 2.46528 -3.08116  0.901
H 0.19161 2.89517 1.09903  0.030
H 2.09710 2.95069 3.91466  0.106
H 1.56424 1.46523 5.90341  0.082
H -0.16719 -0.24168 5.79949  0.120
H -1.52294 -0.38593 3.66969  0.114
H -0.02217 3.99457 -3.45191  0.063
H -0.56721 5.63992 -3.12836  0.061
H -2.05405 4.07902 -4.76889  0.104
H -2.92405 4.78974 -3.42572  0.044
C 3.18227 -2.16635 -1.09002  -0.407
Te 2.35873 -0.34241 -2.00955  1.129
C 3.03619 0.57030 -0.17036  -0.463
C 4.08672 -0.34803 0.38635  -0.297
C 4.93969 0.10709 1.40077  -0.047
C 5.88706 -0.72421 1.96671  -0.105
C 6.10922 -1.97656 1.41604  -0.099
C 5.23873 -2.47713 0.43462  -0.054
C 4.22607 -1.67875 -0.05202  -0.275
H 3.60579 -2.83475 -1.77562  0.019
H 2.33911 -2.61550 -0.53878  0.059
H 2.15845 0.70690 0.58272  0.091
H 3.35078 1.56019 -0.45129  0.033
H 4.80581 1.11935 1.79113  0.116
H 6.51577 -0.45203 2.80880  0.098
H 6.92324 -2.58754 1.80786  0.097
H 5.39042 -3.51012 0.11579  0.112
Cl -1.93895 -3.71432 -0.99946  0.642
C -3.50830 -3.61650 -1.69315  -0.662
C -4.07381 -4.74021 -2.24990  -0.158
C -5.26469 -4.66457 -2.96871  -0.140
C -6.01292 -3.49047 -2.86037  -0.157
C -5.47159 -2.40323 -2.22236  -0.633
Cl -6.37057 -0.94069 -2.06484  0.623
C -4.09313 -2.34702 -1.74978  -0.506
N -3.45445 -1.23777 -1.42984  -0.098
H -3.59710 -5.72381 -2.18642  0.096
H -5.74207 -5.57006 -3.24163  0.069
H -6.98268 -3.41312 -3.28246  0.079

[2]
The following is a quantum chemistry calculation of a cluster of 2 separate species, C24H20Cl2O4S in total in a non-equilibrium geometry, from the Open Molecules 2025 dataset.

## Properties
electronic energy: -2545.9195 hartree
orbital gap: 3.5 eV
max |F|: 2.5 eV/Å
total charge: 0
HOMO: -5.761 eV

Last column: Löwdin charge in e.
Geometry (Å):
Cl -4.69527 0.30572 3.16829  0.672
C -3.01654 0.28970 2.81640  -0.692
C -2.32100 -0.92815 2.81572  -0.100
C -0.94701 -0.93644 2.54361  -0.059
C -0.28132 0.25704 2.28135  -0.270
S 1.51990 0.19102 1.99721  0.548
C 2.21383 0.25720 3.57513  -0.843
Cl 3.85939 0.51784 3.64954  0.568
O 1.78580 -1.10086 1.40593  -0.364
O 1.76995 1.39424 1.23584  -0.360
C -0.97259 1.46937 2.26674  -0.046
C -2.34701 1.49202 2.54566  -0.095
H -2.84460 -1.85842 3.03153  0.101
H -0.40074 -1.87679 2.53160  0.107
H 1.62316 0.75924 4.33230  0.006
H -0.45816 2.40128 2.04195  0.116
H -2.89737 2.43297 2.55865  0.105
C -0.53375 -6.42557 4.24679  -0.103
C 0.74600 -5.87739 3.59683  -0.089
C 1.19204 -4.81951 4.56274  -0.137
C 0.23374 -4.75734 5.60726  -0.201
O -0.78955 -5.64421 5.47462  -0.001
C 0.39125 -3.90964 6.71620  0.023
C 1.53260 -3.14579 6.79525  -0.001
C 2.48352 -3.10531 5.71644  -0.190
C 3.64014 -2.29054 5.66965  0.055
C 4.02539 -1.24016 6.53823  -0.226
C 5.41591 -0.90842 6.59323  0.038
C 5.85376 0.10280 7.41764  -0.138
C 4.91225 0.78756 8.23087  -0.196
O 5.46035 1.75244 9.01769  0.002
C 6.91812 1.74406 8.76962  -0.103
C 7.20096 0.71900 7.66144  -0.091
C 3.53734 0.50413 8.18632  0.029
C 3.10331 -0.46796 7.31673  -0.004
C 2.29980 -4.00252 4.61839  0.057
H -1.41641 -6.32229 3.60347  0.125
H -0.42278 -7.47665 4.54396  0.125
H 1.49021 -6.67491 3.47578  0.125
H 0.52850 -5.47001 2.60015  0.127
H -0.38540 -3.90927 7.47458  0.125
H 1.72989 -2.58052 7.70364  0.109
H 4.38882 -2.59268 4.93374  0.130
H 6.13202 -1.47740 5.99658  0.133
H 7.20627 2.76540 8.49311  0.126
H 7.41090 1.47109 9.71222  0.125
H 7.95298 -0.01072 7.98419  0.123
H 7.59280 1.22763 6.76898  0.128
H 2.87193 1.07131 8.83013  0.127
H 2.03802 -0.65943 7.20982  0.116
H 3.05127 -4.04641 3.82763  0.138

[3]
The following is a quantum chemistry calculation of a structure of composition C24H20ClN5O3S in a non-equilibrium geometry, from the Open Molecules 2025 dataset.

## Properties
electronic energy: -2283.6019 hartree
orbital gap: 8.0 eV
max |F|: 18.6 eV/Å
total charge: 0
HOMO: -8.314 eV

Last column: Löwdin charge in e.
Geometry (Å):
C 0.62761 0.75613 5.72837  -0.029
H 1.09317 1.61908 5.43545  0.021
H 1.25268 0.01404 6.39591  0.123
H -0.28233 1.07163 6.40174  0.111
O -0.29118 0.11604 4.62214  -0.219
C 0.72082 -0.26435 3.52752  -0.263
O 1.98692 0.06515 3.39919  0.008
C -0.15150 -1.14477 2.57678  -0.623
N 0.51968 -1.65209 1.57167  0.045
N 0.04343 -2.22777 0.66207  0.053
C 0.92947 -2.93556 -0.41267  -0.163
C 2.15234 -2.66616 -0.52235  -0.170
C 2.78426 -2.86246 -1.54039  -0.165
C 2.41253 -3.75982 -2.50065  0.044
C 0.85504 -3.96555 -2.51061  -0.059
C 0.33119 -3.40390 -1.54172  -0.565
Cl -1.50596 -3.53871 -1.43633  0.663
H 0.55004 -4.40996 -3.36355  0.086
H 2.90802 -4.16120 -3.23218  0.040
H 4.14617 -2.81486 -1.57738  0.213
H 2.57660 -2.00035 0.30950  0.179
H -0.73905 -2.60516 0.53951  -0.034
S -1.74506 -1.29206 2.82627  1.100
C -2.09805 -0.61002 1.15381  -0.624
N -3.26885 -1.40037 0.45233  0.087
N -3.14440 -0.40009 -0.63344  0.007
C -2.39556 0.76703 -0.60205  -0.151
N -1.71192 0.39470 0.76182  0.037
C -0.75802 1.48892 1.19266  -0.137
C 0.44193 1.76807 0.73197  -0.151
C 1.25332 2.45567 1.39801  -0.092
C 0.76717 3.14953 2.51261  -0.135
C -0.31480 2.91162 3.13436  -0.109
C -1.29245 2.15593 2.42228  0.085
H -2.21272 1.89746 2.85870  0.100
H -0.53076 3.25930 4.11067  0.113
H 1.42177 3.79745 3.07241  0.117
H 2.48233 2.83619 0.89264  0.226
H 0.70406 1.17220 -0.20940  0.153
C -1.94110 1.54715 -1.66141  -0.302
C -0.94513 1.35781 -2.58549  -0.223
C -0.03181 0.05248 -2.60130  -0.035
C 0.64733 -0.26582 -3.54783  -0.143
C 0.74075 0.60255 -4.67268  -0.152
C -0.06287 1.49896 -4.82586  -0.060
C -0.96544 2.07332 -3.64343  0.030
H -1.55313 2.98321 -3.85365  0.132
H 0.05606 2.39391 -5.56487  0.140
H 1.41823 0.09128 -5.27914  0.103
H 1.31091 -1.24871 -3.41067  0.153
H -0.41240 -0.59995 -1.54473  0.172
O -3.32249 2.01242 -2.12901  -0.025
H -3.83218 1.23305 -2.24135  0.049
H -1.62466 2.68743 -1.04623  0.241

[4]
The following is a quantum chemistry calculation of a structure of composition C24H20CrIN5O4 in a non-equilibrium geometry, from the Open Molecules 2025 dataset.

## Properties
electronic energy: -2843.5785 hartree
orbital gap (alpha / beta): 6.0 / 5.5 eV
max |F|: 2.0 eV/Å
total charge: -1
2S+1: 4
HOMO (alpha / beta): -3.856 / -3.830 eV

Last column: Löwdin charge in e.
Geometry (Å):
Cr 0.14922 0.04389 0.35434  0.614
O -0.19630 3.70380 -1.50830  0.092
C -0.25700 2.55405 -1.11354  -0.425
N 0.70801 1.83747 -0.48027  0.036
C 1.86457 2.41020 -0.03904  -0.425
O 2.14960 3.59228 0.03848  0.101
C 2.81703 1.31557 0.28600  -0.166
C 4.13662 1.54190 0.66554  0.015
C 4.98943 0.46231 0.77990  -0.047
C 4.49566 -0.80677 0.47645  -0.046
C 3.16020 -0.94580 0.15955  -0.164
N 2.31906 0.08179 0.09012  0.004
C -1.44250 1.68154 -1.35986  -0.241
C -2.64187 2.22215 -1.77070  -0.036
C -3.73737 1.34923 -1.98156  -0.105
C -3.57476 0.02343 -1.82253  -0.071
C -2.28582 -0.57437 -1.35893  -0.210
N -1.22167 0.39334 -1.13672  0.014
H 4.45340 2.55713 0.85221  0.119
H 6.02101 0.59476 1.07324  0.104
H 5.13534 -1.67523 0.52157  0.104
H 2.72496 -1.91789 -0.03148  0.099
H -2.70375 3.28009 -1.95175  0.098
H -4.69111 1.75597 -2.29176  0.095
H -4.37031 -0.67811 -2.02283  0.099
H -1.92438 -1.31380 -2.09626  0.143
C 0.19625 -4.11418 -0.55061  -0.021
C -0.43083 -2.75046 -0.32063  -0.504
O 0.35291 -1.72810 -0.45883  -0.232
C -1.74466 -2.65410 -0.00131  -0.036
C -2.43287 -1.33159 0.05004  -0.425
C -3.87090 -1.47181 0.54501  -0.047
N -1.68793 -0.40176 0.88909  -0.097
N -2.40480 0.46908 1.52262  0.120
C -1.69922 1.52825 1.91802  -0.411
O -0.46117 1.60697 1.65553  -0.111
C -2.43252 2.61874 2.55776  -0.128
C -3.80486 2.50758 2.78447  -0.023
C -4.50846 3.57271 3.30824  -0.092
C -3.85471 4.75732 3.61714  -0.101
C -2.48539 4.86106 3.42575  -0.086
C -1.77640 3.80382 2.88929  -0.006
H 1.27937 -4.02603 -0.53488  0.065
H -0.10756 -4.50115 -1.52349  0.075
H -0.12363 -4.80963 0.21941  0.075
H -2.33404 -3.54554 0.14011  0.102
H -4.41307 -2.20518 -0.04882  0.082
H -4.37943 -0.51222 0.49257  0.065
H -3.85133 -1.79346 1.58483  0.087
H -4.29414 1.57682 2.54710  0.106
H -5.57356 3.48101 3.47854  0.097
H -4.41661 5.59964 3.99680  0.093
H -1.97049 5.77540 3.68352  0.098
H -0.71515 3.88098 2.70946  0.120
I 0.88552 -1.14156 2.71434  0.333

> total charge of number 1 (C24H20Cl2N3NiO2S2Te)?

-1